{"formula": "C22H44Cl14O4", "method": "ωB97M-V with the def2-TZVPD basis set", "gap_ev": 9.8, "total_charge": 0, "smiles": "COCCOCCCOC(C)=O.ClCCCl.ClCCCl.ClCCCl.ClCCCl.ClCCCl.ClCCCl.ClCCCl", "elements": ["C", "O", "C", "C", "O", "C", "C", "C", "O", "C", "C", "O", "H", "H", "H", "H", "H", "H", "H", "H", "H", "H", "H", "H", "H", "H", "H", "H", "Cl", "C", "C", "Cl", "H", "H", "H", "H", "Cl", "C", "C", "Cl", "H", "H", "H", "H", "Cl", "C", "C", "Cl", "H", "H", "H", "H", "Cl", "C", "C", "Cl", "H", "H", "H", "H", "Cl", "C", "C", "Cl", "H", "H", "H", "H", "Cl", "C", "C", "Cl", "H", "H", "H", "H", "Cl", "C", "C", "Cl", "H", "H", "H", "H"], "coordinates": [[-3.43376, -0.91115, 1.42701], [-2.56426, 0.17865, 1.65678], [-2.39214, 0.99447, 0.50798], [-1.29936, 0.43387, -0.41308], [-1.61750, 0.74616, -1.76410], [-1.23118, -0.22831, -2.71194], [0.23767, -0.63201, -2.66405], [1.19536, 0.54483, -2.82108], [2.47770, 0.23351, -2.23160], [2.52564, 0.34626, -0.87039], [2.83813, -0.93094, -0.15004], [2.32714, 1.39942, -0.31317], [-3.18210, -1.45357, 0.50374], [-4.47402, -0.57852, 1.35004], [-3.31966, -1.61036, 2.25719], [-3.32125, 1.05976, -0.07000], [-2.12222, 1.98319, 0.88172], [-1.26182, -0.64887, -0.25202], [-0.33571, 0.88608, -0.15836], [-1.44281, 0.20890, -3.69470], [-1.85858, -1.12740, -2.62854], [0.39420, -1.32762, -3.49048], [0.44468, -1.20610, -1.75730], [0.80976, 1.47077, -2.39151], [1.41738, 0.68444, -3.88103], [3.24557, -1.69886, -0.80646], [1.91202, -1.30528, 0.30023], [3.53690, -0.74348, 0.66741], [-6.23804, -2.98377, 3.67064], [-6.20131, -1.40185, 4.49656], [-7.29190, -0.48073, 4.01827], [-7.03092, 0.02825, 2.33004], [-5.22045, -0.96501, 4.32676], [-6.32484, -1.59181, 5.56107], [-7.28744, 0.41870, 4.62997], [-8.27103, -0.94933, 4.07433], [0.81081, -4.26615, -2.10996], [0.67833, -5.24398, -3.59638], [0.72701, -4.39348, -4.83951], [-0.72135, -3.36363, -4.99926], [-0.24882, -5.80790, -3.53802], [1.51748, -5.93724, -3.59730], [0.76706, -5.02898, -5.72216], [1.59573, -3.73893, -4.83324], [7.19355, -1.98444, -3.17897], [6.46018, -0.64680, -4.11237], [4.95825, -0.65193, -4.02459], [4.24527, -2.05508, -4.87532], [6.81018, -0.74377, -5.13614], [6.84543, 0.28112, -3.69307], [4.55967, 0.24162, -4.50060], [4.60861, -0.68138, -2.99999], [-5.13640, 2.34776, 4.48375], [-6.27080, 3.66075, 4.89704], [-6.02066, 4.21850, 6.27158], [-6.42523, 3.04056, 7.55222], [-7.28111, 3.26720, 4.80918], [-6.13446, 4.44279, 4.15264], [-6.64533, 5.09360, 6.43169], [-4.98083, 4.50562, 6.40103], [3.75786, -4.22116, 1.34324], [4.49434, -4.18799, 2.96665], [4.21004, -2.90181, 3.69876], [5.04390, -1.50946, 2.96127], [5.56288, -4.34628, 2.84758], [4.07286, -5.02265, 3.52405], [4.56808, -2.97915, 4.72376], [3.14603, -2.68032, 3.71171], [8.30156, -0.45119, -7.25604], [8.90931, -2.12499, -7.12373], [10.24331, -2.29713, -7.80128], [10.12262, -2.14761, -9.57340], [8.15689, -2.78115, -7.55281], [9.00506, -2.34417, -6.06092], [10.62990, -3.29231, -7.58955], [10.96030, -1.55746, -7.45531], [-5.25009, 7.64358, 7.35245], [-5.37968, 8.78089, 5.98494], [-6.77368, 8.83038, 5.41583], [-7.22143, 7.31277, 4.58966], [-4.65500, 8.47915, 5.23341], [-5.10794, 9.76450, 6.36345], [-6.83664, 9.62327, 4.67298], [-7.51290, 9.01220, 6.19116]], "forces_ev_per_angstrom": [[0.1, -0.2, -0.2], [0.0, 0.0, -0.1], [0.1, -0.1, 0.0], [-0.3, 0.2, 0.0], [0.0, 0.0, 0.1], [0.1, 0.0, -0.3], [-0.1, -0.1, -0.1], [0.2, 0.0, -0.2], [-0.2, -0.4, 0.1], [-0.1, 0.8, 0.4], [0.4, -0.1, 0.1], [-0.1, -0.6, -0.3], [0.0, 0.1, 0.1], [0.1, 0.0, 0.1], [-0.1, 0.1, 0.0], [0.0, 0.1, 0.1], [-0.1, 0.0, -0.1], [0.1, 0.0, -0.1], [0.1, -0.2, 0.1], [-0.1, 0.0, 0.2], [0.1, 0.0, 0.1], [0.1, -0.1, 0.1], [0.1, 0.2, 0.1], [0.0, 0.0, 0.0], [-0.1, 0.2, 0.1], [-0.1, 0.1, 0.0], [0.0, 0.1, -0.1], [-0.1, 0.0, -0.1], [0.0, 0.0, 0.0], [0.1, 0.0, 0.1], [0.0, 0.0, 0.0], [-0.1, 0.0, 0.0], [0.0, 0.0, 0.0], [0.0, 0.0, 0.0], [0.0, 0.0, 0.0], [0.0, 0.0, 0.0], [0.0, 0.0, 0.0], [0.0, -0.1, 0.0], [0.1, 0.0, 0.0], [-0.1, 0.0, -0.1], [0.0, 0.0, 0.0], [0.0, 0.0, 0.0], [0.0, 0.0, 0.0], [0.0, 0.0, 0.0], [0.0, 0.0, 0.0], [0.0, 0.0, 0.0], [0.0, 0.0, 0.0], [0.0, 0.0, 0.0], [-0.1, 0.0, 0.0], [0.0, 0.0, 0.0], [0.0, 0.0, 0.0], [0.0, 0.0, 0.0], [0.1, 0.0, 0.0], [-0.1, 0.0, -0.1], [0.0, 0.1, 0.0], [0.0, 0.0, 0.0], [0.0, 0.0, 0.0], [0.0, 0.0, 0.0], [0.0, 0.0, 0.0], [0.0, 0.0, 0.0], [0.0, 0.0, 0.0], [0.0, -0.1, 0.0], [0.0, 0.0, 0.0], [0.0, 0.0, 0.0], [0.0, 0.0, 0.0], [0.0, 0.0, 0.0], [0.0, 0.0, 0.0], [0.0, 0.0, 0.0], [0.0, 0.0, -0.1], [0.0, -0.1, 0.1], [0.0, 0.0, 0.0], [0.0, 0.0, 0.0], [0.0, 0.0, 0.0], [0.0, 0.0, 0.0], [0.0, 0.0, 0.0], [0.0, 0.0, 0.0], [0.0, 0.0, 0.0], [0.0, 0.0, 0.0], [0.0, 0.1, 0.0], [0.0, 0.0, 0.0], [0.0, 0.0, 0.0], [0.0, 0.0, 0.0], [0.0, 0.0, 0.0], [0.0, 0.0, 0.0]], "lowdin_charge": [-0.116, -0.193, -0.180, -0.174, -0.142, -0.217, -0.167, -0.136, -0.063, -0.523, 0.001, 0.115, 0.087, 0.044, 0.086, 0.126, 0.127, 0.121, 0.119, 0.130, 0.122, 0.066, 0.086, 0.126, 0.130, 0.077, 0.095, 0.045, 0.534, -0.663, -0.667, 0.544, 0.054, 0.075, 0.038, 0.068, 0.553, -0.650, -0.646, 0.565, 0.067, 0.074, 0.074, 0.039, 0.529, -0.660, -0.651, 0.542, -0.008, 0.079, 0.078, 0.044, 0.567, -0.660, -0.693, 0.534, 0.069, 0.054, 0.018, 0.060, 0.547, -0.661, -0.655, 0.559, 0.067, 0.072, 0.072, 0.069, 0.562, -0.647, -0.666, 0.537, 0.072, 0.066, 0.073, 0.068, 0.564, -0.653, -0.650, 0.567, 0.070, 0.073, 0.074, 0.069]}

---

{"formula": "C46H47Cl2N9", "method": "ωB97M-V with the def2-TZVPD basis set", "gap_ev": 9.6, "de_lowest_kj_mol": 135.7, "total_charge": 0, "smiles": "c1ccncc1.c1ccncc1.c1ccncc1.c1ccncc1.c1ccncc1.c1ccncc1.c1ccncc1.c1ccncc1.c1ccncc1.ClCCl", "elements": ["C", "C", "C", "N", "C", "C", "H", "H", "H", "H", "H", "C", "C", "C", "N", "C", "C", "H", "H", "H", "H", "H", "C", "C", "C", "N", "C", "C", "H", "H", "H", "H", "H", "C", "C", "C", "N", "C", "C", "H", "H", "H", "H", "H", "C", "C", "C", "N", "C", "C", "H", "H", "H", "H", "H", "C", "C", "C", "N", "C", "C", "H", "H", "H", "H", "H", "C", "C", "C", "N", "C", "C", "H", "H", "H", "H", "H", "C", "C", "C", "N", "C", "C", "H", "H", "H", "H", "H", "C", "C", "C", "N", "C", "C", "H", "H", "H", "H", "H", "Cl", "C", "Cl", "H", "H"], "coordinates": [[9.43269, 13.74814, 20.23747], [10.32483, 14.24929, 19.27199], [11.53831, 14.76910, 19.76608], [11.85140, 14.88797, 21.07228], [10.92045, 14.45098, 21.91576], [9.72928, 13.82915, 21.55867], [8.50555, 13.22153, 20.03231], [10.19817, 14.00330, 18.24258], [12.37837, 15.06640, 19.14634], [11.16776, 14.72027, 22.93279], [9.02735, 13.50455, 22.33163], [13.65850, 7.51796, 13.60225], [14.22494, 8.74232, 13.33411], [14.67351, 9.50254, 14.41346], [14.52218, 9.19836, 15.69743], [13.95128, 7.98542, 15.95305], [13.57882, 7.12672, 14.93392], [13.30376, 6.87060, 12.80066], [14.29032, 9.15097, 12.33804], [15.13761, 10.49226, 14.25610], [13.89034, 7.65694, 16.99752], [13.11482, 6.17708, 15.17542], [13.33389, 7.64847, 20.76773], [12.07128, 7.78176, 20.16048], [11.79476, 6.99344, 19.01564], [12.64636, 6.15924, 18.45039], [13.83776, 6.11323, 19.02368], [14.23870, 6.75654, 20.16621], [13.69772, 8.24096, 21.60085], [11.38988, 8.48497, 20.58996], [10.81028, 7.02980, 18.61778], [14.56150, 5.46849, 18.51969], [15.27999, 6.62066, 20.45077], [9.93844, 8.82669, 23.41406], [8.77266, 8.75914, 22.65930], [8.61202, 9.72394, 21.64607], [9.51249, 10.62557, 21.32913], [10.61294, 10.66938, 22.04773], [10.90080, 9.80597, 23.09835], [10.16203, 8.11787, 24.23357], [8.08252, 7.98193, 22.93680], [7.71254, 9.80838, 21.00713], [11.29270, 11.48960, 21.71487], [11.83934, 9.84205, 23.69331], [11.46710, 9.39878, 11.54238], [11.90150, 9.64434, 10.21548], [11.68126, 8.66554, 9.27054], [11.12170, 7.50461, 9.51653], [10.80027, 7.23094, 10.77692], [10.99525, 8.14280, 11.81014], [11.49621, 10.11753, 12.34009], [12.30990, 10.56878, 9.92282], [11.90548, 8.69730, 8.22394], [10.31009, 6.25098, 10.96901], [10.64662, 7.79370, 12.78737], [8.08834, 11.14656, 12.25833], [8.84008, 11.58585, 13.30564], [8.73638, 12.93790, 13.69513], [7.91960, 13.81092, 13.15315], [7.16264, 13.33312, 12.17510], [7.15203, 12.02602, 11.71769], [8.33023, 10.18853, 11.87764], [9.53954, 10.91149, 13.76904], [9.33704, 13.34478, 14.49240], [6.59467, 14.14475, 11.77678], [6.52211, 11.66839, 10.91780], [13.49944, 12.06956, 19.17482], [14.11558, 11.10920, 18.38004], [15.04652, 10.27346, 18.98858], [15.34302, 10.34384, 20.29832], [14.69553, 11.22970, 21.03153], [13.75900, 12.10323, 20.51463], [12.81603, 12.83739, 18.81718], [13.90148, 10.95264, 17.33275], [15.67016, 9.55176, 18.41272], [14.84302, 11.21003, 22.12428], [13.24469, 12.91652, 21.05274], [13.78760, 13.59379, 10.90185], [14.16194, 13.48709, 12.22487], [13.20771, 13.02912, 13.11069], [11.92572, 12.84009, 12.86971], [11.56842, 13.09372, 11.57791], [12.46410, 13.37885, 10.54446], [14.54528, 13.75678, 10.17287], [15.16106, 13.72072, 12.56092], [13.45092, 12.82914, 14.14026], [10.49500, 13.07962, 11.45300], [12.18603, 13.43432, 9.48523], [10.61689, 9.26965, 16.56992], [10.07400, 9.79690, 17.74879], [9.90054, 11.15833, 17.86278], [10.37547, 12.04069, 16.99503], [11.07114, 11.52511, 15.95685], [11.14878, 10.15182, 15.68229], [10.78817, 8.20726, 16.38104], [9.74283, 9.12553, 18.51765], [9.34188, 11.51389, 18.73697], [11.48548, 12.17550, 15.23346], [11.60446, 9.82729, 14.77906], [7.20156, 13.83334, 17.44266], [6.86236, 12.27237, 16.58165], [6.56944, 10.94155, 17.70857], [5.93065, 12.42234, 16.04912], [7.61370, 12.12094, 15.85139]], "forces_ev_per_angstrom": [[-0.3, -0.3, -1.1], [0.8, -0.5, 1.7], [-0.1, -0.3, 0.2], [-1.0, -0.2, -0.9], [0.3, 0.6, 0.6], [0.4, 0.9, 1.4], [0.1, 0.2, -0.7], [-0.2, 0.3, -0.6], [-0.4, 0.1, -0.5], [-0.2, -0.5, 0.4], [0.3, 0.0, -0.3], [0.2, -0.2, 0.0], [0.2, 0.4, 0.2], [0.0, 1.2, 0.1], [-0.4, -1.5, 0.1], [1.0, 0.7, -0.2], [-0.8, -0.3, 0.1], [0.1, 0.2, 0.2], [0.1, -0.1, -0.1], [-0.2, -0.6, -0.2], [-0.1, 0.4, -0.5], [0.2, 0.0, 0.1], [0.2, -0.5, -1.0], [1.5, -0.8, 0.0], [0.0, 0.8, 1.6], [-0.3, 0.3, 0.0], [1.1, -1.3, -0.5], [-0.3, 0.8, 0.1], [-0.5, 0.0, 0.0], [-0.6, 0.2, -0.1], [-0.7, 0.1, -0.5], [-0.1, 0.1, 0.1], [-0.3, 0.2, 0.4], [0.9, 0.2, 0.0], [0.7, 0.6, 0.2], [-1.4, -1.0, -0.3], [-0.3, 0.2, -0.1], [1.8, 1.1, 0.0], [0.0, -0.5, 0.6], [-0.4, 0.4, -0.6], [-0.5, 0.1, -0.4], [0.3, -0.5, 0.6], [-0.2, -0.9, 0.6], [-0.8, 0.2, -0.7], [0.6, 0.0, -1.2], [-0.9, -0.5, 1.2], [0.2, -0.1, -0.4], [-0.7, -1.5, 0.9], [-0.3, -0.4, -0.2], [-1.2, -1.3, 0.4], [0.3, 0.5, 0.0], [0.5, 1.0, -0.2], [0.5, 1.0, -0.4], [0.5, 0.7, -0.1], [0.3, 0.5, -0.1], [-0.4, 0.8, 0.1], [0.5, 1.1, 0.6], [0.6, -0.9, 0.8], [0.4, -0.4, -0.1], [-0.6, 0.3, -0.3], [0.5, -0.2, -0.3], [-0.4, -1.0, -0.5], [0.2, 0.2, 0.2], [0.3, -0.2, 0.3], [-0.9, -0.1, -0.8], [-0.2, 0.4, -0.1], [-0.3, 0.0, -0.8], [0.1, -0.3, 0.0], [0.7, -0.1, 0.1], [0.1, -0.4, -0.4], [-0.5, -0.1, 1.1], [-0.2, 1.1, 0.4], [0.0, -0.5, -0.4], [0.0, 0.2, -0.1], [-0.8, 0.5, 0.3], [0.3, 0.0, -0.6], [0.6, -0.7, 0.3], [0.0, -0.4, 0.2], [-0.1, -0.1, -0.2], [0.2, 0.1, 1.4], [-0.2, 0.5, -2.2], [-0.2, -0.2, 0.7], [-0.2, 0.0, 0.2], [0.3, 0.4, -0.6], [0.1, -0.2, 0.0], [0.5, 0.0, 0.3], [-0.1, -0.2, -0.5], [-0.2, 0.1, 0.6], [0.4, -0.5, 1.1], [0.0, -1.0, -1.0], [-0.3, -0.1, 0.9], [0.9, -0.2, -1.1], [-1.1, -1.0, 0.6], [-0.1, 1.6, 0.1], [-0.4, 0.2, 0.3], [-0.3, 0.0, 0.3], [0.4, 0.1, -0.4], [0.3, 1.0, -0.4], [0.5, -0.2, -0.6], [0.0, -0.8, -0.4], [-1.3, 1.2, 0.7], [0.3, 0.1, -0.2], [-0.1, 0.1, 0.1], [1.1, -0.5, -0.1]], "lowdin_charge": [-0.118, -0.058, -0.161, 0.042, -0.172, -0.106, 0.078, 0.050, 0.104, 0.101, 0.113, -0.088, -0.081, -0.162, 0.067, -0.127, -0.070, 0.108, 0.099, 0.107, 0.082, 0.104, -0.056, -0.030, -0.159, 0.054, -0.204, -0.069, 0.097, 0.067, 0.083, 0.109, 0.109, -0.081, -0.059, -0.149, 0.059, -0.173, -0.066, 0.115, 0.096, 0.111, 0.102, 0.115, -0.082, -0.038, -0.166, 0.050, -0.148, -0.113, 0.077, 0.072, 0.101, 0.117, 0.110, -0.078, -0.083, -0.187, 0.071, -0.159, -0.053, 0.093, 0.075, 0.097, 0.097, 0.100, -0.076, -0.058, -0.153, 0.047, -0.177, -0.093, 0.079, 0.067, 0.109, 0.108, 0.087, -0.079, -0.060, -0.173, 0.075, -0.122, -0.068, 0.100, 0.107, 0.095, 0.096, 0.113, -0.062, -0.066, -0.197, 0.085, -0.128, -0.092, 0.108, 0.084, 0.070, 0.062, 0.079, 0.521, -0.958, 0.539, 0.021, -0.024]}